Density functional theory data (ωB97M-V/def2-TZVPD) for a 2-piece molecular cluster, C35H44BCl4N3O overall at a distorted geometry.

Calculated values
DFT total energy   -3465.2984 Ha
2S+1   1
LUMO level   -1.830 eV

Cartesian coordinates (Å):
H: 2.402078 -2.984318 -0.965321
H: 1.451916 -1.367006 -2.589946
C: 1.396870 -2.442161 -2.806294
O: 2.361012 -0.409076 4.372300
C: -3.116687 3.091632 -0.442211
H: -0.348298 -3.183585 4.761002
H: -3.865951 -0.577521 -1.614055
H: -3.617385 -1.656557 1.973589
H: -3.344477 4.156271 -0.581165
H: -3.171330 2.594461 -1.417301
H: 0.804277 -2.112276 -4.875831
H: -1.866499 4.620366 1.502392
N: 0.415090 1.166386 -0.804611
C: -2.138120 -1.958640 4.719404
Cl: -4.317542 -0.379284 4.432103
C: 0.019979 -2.887571 -2.315009
H: -2.173242 -0.738140 0.173690
C: -2.800275 -1.611715 -0.032212
Cl: 4.381648 -1.572217 2.916702
H: 2.556381 -2.194043 -4.614267
C: 0.849255 -1.699874 1.315649
H: 1.592945 -3.684327 -4.591064
H: 1.623466 -1.469898 2.031105
C: 0.588307 -0.719755 0.376701
C: -1.668814 3.541331 1.562202
H: -0.681201 3.395298 2.016110
H: 2.807950 1.402742 0.985642
H: -4.607253 -0.414363 -0.008827
C: 1.593033 -2.623119 -4.313489
H: 0.372611 6.278153 -2.296381
H: 1.407472 2.450572 1.346961
C: -1.730829 2.902228 0.177901
H: 2.178462 1.081205 -2.309092
H: 1.867474 -2.393909 4.169348
H: 0.013470 -4.680146 -3.494543
H: -1.562146 1.825398 0.293870
H: 4.529097 1.719932 -2.665916
C: 1.504806 -1.364591 4.267895
H: -2.122058 -2.588905 1.753777
H: -1.375745 5.419656 -0.739723
H: -2.417525 3.085657 2.223017
H: 3.488126 -2.799591 -2.365351
Cl: 4.563020 1.107894 4.431541
C: -1.804672 -4.481534 -2.343107
C: 0.393426 2.559860 -1.217674
Cl: 4.236158 -1.552910 5.983599
C: -0.767975 -2.181022 4.684497
C: 2.504018 -3.157642 -2.041690
H: 0.319455 1.068582 4.607653
H: -3.525236 -3.985538 -1.125166
H: 3.000505 1.236858 -4.632022
C: 3.809847 2.467274 -2.311326
C: -3.073342 -2.313163 1.285951
C: -4.090303 -1.109697 -0.682024
C: -0.604936 4.750939 -1.130407
C: -1.980623 -2.503055 -0.963093
H: 1.273442 1.641180 -4.529114
H: 2.095024 4.720481 -3.210645
H: 3.889297 2.532144 -1.219968
H: 4.080698 3.441745 -2.738212
C: 0.369292 5.227861 -2.005214
H: -4.767620 -1.943150 -0.909109
H: 0.379923 -2.669099 1.202563
H: 2.478724 2.937911 -4.721760
C: -0.544547 -4.073062 -2.779255
N: -0.178346 0.219001 -1.575988
H: -3.661217 -3.227604 1.130850
C: 0.118977 -1.094132 4.525152
C: 1.346898 3.015538 -2.137195
B: 3.838850 -0.598190 4.430210
C: 0.927519 0.624524 0.349358
C: 2.280470 1.968623 -4.247062
H: -3.884085 2.654526 0.208062
C: 1.739848 1.402959 1.275923
H: 1.696718 0.934798 2.269761
C: -0.615970 3.410720 -0.739509
C: -2.626772 -0.647911 4.585679
H: -2.228254 -5.416966 -2.707879
C: 2.395498 2.070879 -2.726803
H: -2.157150 1.458414 4.581992
H: 2.450063 -4.239259 -2.225187
H: -2.841310 -2.782048 4.833201
C: -0.379061 0.233626 4.583582
C: 1.334231 4.360259 -2.513518
C: -0.684559 -2.135741 -1.357512
N: -0.112234 -0.912760 -0.837400
C: -2.524959 -3.690882 -1.451679
C: -1.749060 0.450062 4.581167

Forces on the atoms, in the same order (eV/Å):
H 0.1 -0.1 -0.1
H 0.2 -0.2 -0.1
C -0.3 0.3 0.0
O -2.1 -1.2 -0.3
C 0.0 0.0 -0.2
H -0.3 0.1 -0.1
H -0.1 -0.1 0.1
H 0.0 -0.1 -0.1
H 0.0 -0.2 0.0
H 0.0 0.1 0.1
H 0.1 -0.1 0.0
H 0.0 -0.2 0.1
N -0.5 -2.6 -0.3
C -0.1 0.2 0.1
Cl -0.1 0.0 0.1
C 0.4 0.1 0.1
H -0.2 0.0 0.1
C 0.4 0.1 -0.2
Cl -0.3 0.3 0.4
H -0.2 -0.1 0.1
C -0.2 0.5 -0.3
H 0.0 0.2 0.0
H 0.1 -0.4 -0.2
C -0.6 -1.8 -0.4
C 0.1 0.1 0.2
H -0.2 0.1 0.0
H -0.4 0.0 0.1
H 0.1 -0.2 -0.1
C -0.2 0.1 0.0
H 0.0 -0.3 0.1
H 0.1 -0.3 0.0
C 0.3 -0.3 -0.2
H 0.2 0.1 -0.1
H 0.0 0.2 -0.2
H -0.2 0.2 0.2
H -0.1 0.1 0.1
H -0.1 0.2 0.1
C 1.2 1.3 1.3
H -0.2 0.0 0.0
H 0.3 -0.2 -0.2
H 0.1 0.1 -0.1
H -0.1 -0.1 0.1
Cl -0.3 -0.4 0.0
C 0.0 0.1 0.1
C -0.1 0.2 -0.4
Cl -0.2 0.2 -0.3
C 0.1 0.5 -0.3
C 0.0 -0.1 0.2
H -0.2 -0.2 -0.2
H 0.3 0.0 -0.2
H -0.1 0.2 0.1
C 0.1 0.1 0.1
C 0.1 -0.2 0.3
C 0.0 0.0 -0.2
C 0.2 -0.1 -0.1
C -0.1 0.3 0.2
H 0.2 0.1 0.0
H -0.3 -0.1 0.2
H 0.1 0.0 -0.2
H 0.0 -0.2 0.1
C 0.1 -0.1 0.0
H 0.1 0.2 0.0
H 0.4 0.0 0.2
H 0.0 -0.2 0.0
C -0.2 0.0 0.1
N -0.2 1.6 0.7
H 0.1 0.2 0.1
C -0.7 0.2 0.0
C 0.4 -0.3 -0.1
B 1.3 -0.2 -0.2
C -0.5 1.7 -1.5
C -0.2 0.0 0.0
H 0.1 0.1 -0.1
C 0.7 0.4 0.9
H 0.0 0.3 -0.2
C -0.3 -0.2 0.3
C 1.0 -0.2 0.1
H 0.1 0.2 0.1
C -0.3 -0.1 0.3
H 0.1 -0.2 0.0
H 0.0 0.2 0.1
H 0.2 0.2 -0.1
C 0.0 -0.5 -0.1
C -0.2 0.0 0.2
C -0.2 0.1 -0.4
N 0.7 0.8 0.5
C 0.2 0.0 -0.1
C 0.0 -0.2 0.1

=====

Density functional theory data (ωB97M-V/def2-TZVPD) for C35H44Cl2NOP3Re as an isolated structure at a distorted geometry.

Calculated values
Relative energy (zero: lowest compared OMol25 entry of this formula, charge and spin)   63.3 kcal per mole
DFT total energy   -3512.2515 Ha
2S+1   4
Net charge   +2
LUMO level (alpha / beta)   -5.161 / -6.786 eV

Cartesian coordinates (Å):
H: -0.771989 3.149781 -2.902449
C: -2.392686 -1.012289 -1.934750
C: -0.088641 4.698062 -6.437504
C: 2.653904 -1.942242 -1.748896
H: 5.644378 3.526408 -3.583289
H: -5.392784 -3.378571 -1.137923
C: -5.149361 -0.585324 -2.651449
P: 1.305129 -1.839181 -0.510491
C: 3.517097 1.131418 -5.848574
H: 2.929673 -3.100592 0.801742
C: 1.203368 -1.116587 -5.213650
C: -0.497601 0.354039 -6.229791
H: -1.509942 -0.800438 -3.930843
C: -2.286328 1.992379 1.996589
O: -2.436856 0.996168 -3.227373
H: 3.357211 -2.742804 -1.474965
H: -3.062085 1.510805 1.399940
C: 0.621403 0.158185 -5.399603
H: -0.268481 2.690647 -0.432808
H: -1.931283 -0.621131 -7.497353
C: -1.052310 -0.755207 -6.862449
C: 2.971726 1.718504 -4.688313
C: -1.087442 2.360291 1.402200
H: 1.418174 3.158118 -6.643484
C: 0.312354 3.007488 -4.770006
H: -2.412890 -1.425753 0.102536
H: -4.719296 0.136812 -3.347870
C: -0.640644 3.579154 -3.899935
H: 2.124502 -1.215201 -4.634284
H: -1.640477 6.099435 -5.917292
C: -3.675655 -2.822580 -3.770148
H: -2.119111 5.117069 -3.670882
C: 0.649633 0.878656 -2.192989
C: -1.681503 -0.217323 -3.013552
H: -6.060290 -0.996359 -3.088792
H: 6.604775 2.519133 -5.662840
C: -0.497337 -2.022505 -6.646640
C: 0.631145 3.585441 -6.011218
C: 4.827819 1.436134 -6.209887
C: -0.207905 3.104500 3.507733
C: -1.824393 -0.943862 -0.706580
H: -5.420910 -0.055429 -1.736390
H: -2.000555 1.547099 -3.912332
H: 2.913048 0.474626 -6.483543
C: 3.743592 2.554263 -3.846664
C: 2.212052 -2.297149 1.021127
H: -1.533014 2.882266 5.203277
H: 1.766666 1.192511 -2.130842
C: -0.382966 0.089223 -2.440881
H: -3.292211 -2.198736 -4.585048
P: 1.219637 1.522031 -4.419879
H: -0.184321 -3.273425 -1.783126
H: -1.795999 2.095676 -0.465284
Cl: -0.477203 -0.662987 1.816065
C: 0.343844 -3.359572 -0.825682
H: 1.006298 -4.235162 -0.842629
H: 0.132390 5.150298 -7.408937
C: -0.052772 2.938860 2.121749
H: -3.374937 1.873055 3.848832
H: 0.607728 3.522376 4.097370
H: -0.890679 1.361040 -6.419385
H: -4.602193 -3.297937 -4.108098
C: 5.572554 2.305470 -5.399721
H: 2.742207 -1.416560 1.401988
H: -0.981158 -2.893708 -7.075105
C: -1.400209 2.727143 4.127257
C: -1.084303 5.222556 -5.599969
C: -2.442322 2.174824 3.375072
N: -0.893882 2.019979 0.007459
C: -1.358930 4.688910 -4.334670
H: 3.287262 2.972371 -2.944400
C: -4.446162 -2.881309 -0.934278
H: 3.205340 -0.995410 -1.786038
C: 5.050528 2.857257 -4.217816
H: 2.249631 -2.152216 -2.746534
H: -0.395309 -3.467326 -0.023702
H: -4.569845 -2.289037 -0.031331
Cl: 2.108519 1.149926 0.203863
H: 1.044941 -3.209290 -5.649020
C: 0.617994 -2.217813 -5.824408
H: 5.255751 0.983813 -7.112336
Re: 0.037815 0.062578 -0.473742
H: 0.873265 3.212734 1.621486
H: 1.486345 -2.622403 1.775399
P: -3.974812 -1.867801 -2.293907
H: -3.703894 -3.653581 -0.741510
H: -2.943925 -3.610314 -3.563899

Forces on the atoms, in the same order (eV/Å):
H -0.1 0.2 -0.4
C -0.4 -0.1 0.3
C -0.1 0.0 0.3
C 0.0 0.1 -0.3
H -0.2 -0.4 -0.4
H -0.1 0.0 -0.1
C -0.8 0.1 -0.1
P 2.1 -3.1 0.3
C 0.2 0.3 0.0
H -0.3 0.2 0.0
C -0.3 0.4 -0.2
C 0.3 -0.3 0.0
H -0.5 0.2 -0.2
C 0.1 0.1 0.6
O 0.6 -0.3 -0.5
H -0.3 0.2 -0.1
H 0.1 0.1 0.2
C -0.2 0.1 -0.2
H 0.0 0.2 0.1
H 0.4 -0.2 0.1
C 0.0 -0.2 0.1
C 0.2 0.1 -0.3
C -0.1 0.1 0.4
H -0.3 0.2 0.3
C 0.1 0.5 -0.2
H 0.8 0.3 -0.2
H 0.1 -0.1 0.1
C 0.5 -0.3 -0.5
H -0.4 0.0 -0.1
H 0.1 -0.1 0.0
C -0.2 -0.6 -0.3
H 0.4 0.0 -0.4
C 1.8 -0.6 -2.4
C -0.9 -0.6 -1.0
H 0.0 0.0 0.0
H -0.2 0.1 0.0
C -0.4 -0.1 0.2
C -0.4 0.2 0.0
C 0.0 0.1 0.3
C -0.2 0.0 -0.4
C -1.0 -0.4 -0.4
H 0.1 0.0 0.0
H -0.3 -0.5 0.4
H 0.3 0.3 0.3
C -0.4 -0.2 -0.5
C -0.2 0.3 0.0
H 0.1 -0.1 -0.5
H -2.1 -0.2 -0.1
C 1.9 2.5 1.6
H -0.1 0.0 0.2
P 0.5 -0.1 -0.4
H 0.1 -0.1 0.1
H 0.1 0.0 -0.1
Cl 0.5 0.2 -0.3
C -0.1 0.0 -0.1
H -0.2 0.2 0.0
H -0.2 -0.1 0.4
C -0.1 -0.1 0.5
H 0.2 0.1 -0.1
H -0.2 -0.1 -0.2
H 0.1 -0.5 0.2
H 0.1 0.0 0.0
C 0.1 -0.2 0.2
H -0.1 -0.2 -0.1
H 0.1 0.1 -0.2
C -0.1 0.0 0.0
C 0.0 0.2 0.0
C 0.2 0.1 -0.4
N -0.4 0.5 -0.4
C 0.1 -0.2 0.0
H 0.3 0.0 -0.3
C -0.3 -0.5 0.4
H -0.1 -0.1 0.1
C -0.2 -0.1 -0.1
H 0.0 0.0 0.2
H 0.1 0.0 -0.1
H 0.0 0.1 0.0
Cl 0.1 -0.1 0.3
H -0.2 0.3 -0.3
C 0.1 0.3 0.0
H -0.1 0.3 0.4
Re -2.3 -0.1 4.0
H -0.2 0.0 0.2
H 0.2 0.1 -0.2
P 1.8 1.4 -0.4
H 0.1 0.0 -0.1
H -0.1 0.1 0.0